Entry 1:
Below is HIS2 in the gas phase, with properties calculated with ωB97M-V/def2-TZVPD.

The geometry in XYZ format:
```
4
Properties=species:S:1:pos:R:3:lowdin_charge:R:1
S -1.0336 -0.1795 -0.7525 0.19
S 0.5857 -0.5953 0.5119 -0.31
I 2.4019 0.8795 -0.0161 0.30
H -1.9540 -0.1047 0.2567 -0.19
```

The value obtained for the HOMO-LUMO gap is 7.79 eV. Its calculated total energy is -1094.6619 hartree. As for the net charge: 0. The HOMO energy comes out at -8.80 eV.



Entry 2:
Below is C16H15F3N2O2 in the gas phase in a non-equilibrium geometry, with properties calculated with ωB97M-V/def2-TZVPD.

The geometry in XYZ format:
```
38
Properties=species:S:1:pos:R:3:lowdin_charge:R:1
C 0.0623 4.8306 3.6959 -0.05
C 0.2513 3.4527 3.1400 -0.29
C 0.6404 3.2632 1.8200 -0.03
C 0.7971 1.9979 1.2862 0.00
C 0.5622 0.8821 2.0809 -0.22
C 0.1714 1.0591 3.4052 -0.03
C 0.0191 2.3294 3.9242 -0.05
H -0.2846 2.4489 4.9541 0.11
H -0.0133 0.1962 4.0309 0.11
N 0.6940 -0.4356 1.6116 0.13
C 1.0927 -0.8693 0.3886 -0.48
O 1.4161 -0.1612 -0.5369 0.09
C 1.0943 -2.4001 0.2899 -0.09
H 0.1586 -2.8092 0.6779 0.12
H 1.9050 -2.7809 0.9158 0.13
C 1.3608 -2.8653 -1.1339 -0.12
N 0.4128 -2.3976 -2.1341 0.02
C -0.7551 -1.8247 -1.8317 0.01
C -1.5982 -1.3565 -2.7995 -0.10
C -1.2223 -1.4712 -4.1605 0.00
C -0.0452 -2.0605 -4.4721 0.03
C 0.8478 -2.5761 -3.4668 -0.42
O 1.9038 -3.1398 -3.6758 0.06
H 0.2829 -2.1695 -5.4931 0.12
H -1.8817 -1.0872 -4.9240 0.13
C -2.9050 -0.7257 -2.4435 -0.59
F -3.1131 -0.6617 -1.1179 0.13
F -3.9546 -1.4020 -2.9531 0.13
F -3.0203 0.5293 -2.9086 0.14
H -1.0252 -1.7363 -0.7915 0.14
H 2.3417 -2.5036 -1.4607 0.14
H 1.3872 -3.9598 -1.1776 0.14
H 0.4747 -1.1396 2.3037 0.14
H 1.1014 1.8725 0.2612 0.10
H 0.8262 4.1227 1.1928 0.11
H 0.7483 5.5337 3.2296 0.08
H 0.2207 4.8415 4.7717 0.08
H -0.9543 5.1738 3.5008 0.08
```

The value obtained for the HOMO-LUMO gap is 8.96 eV. Its calculated total energy is -1178.3547 hartree. As for the net charge: 0. The HOMO energy comes out at -8.60 eV.



Entry 3:
Below is C26H40N10O8P2ReS as an isolated structure in a non-equilibrium geometry, with properties calculated with ωB97M-V/def2-TZVPD.

The geometry in XYZ format:
```
88
Properties=species:S:1:pos:R:3:lowdin_charge:R:1
Re 0.1206 0.3874 0.3498 1.45
S -0.0886 -0.1449 2.6419 0.76
C -1.3579 1.0565 2.9718 -0.74
N -1.6723 1.2612 4.2309 0.07
N -2.3902 2.3047 4.5921 0.04
C -2.5949 3.5121 3.9207 -0.25
C -1.5795 4.0970 3.1603 -0.03
C -1.8013 5.3090 2.5406 -0.06
C -3.0264 5.9468 2.6649 -0.08
C -4.0264 5.3806 3.4394 -0.08
C -3.8132 4.1712 4.0747 -0.03
N -1.9562 1.6572 1.9632 0.04
N -1.5728 1.4069 0.7357 -0.16
C -2.3945 2.0415 -0.2002 -0.24
C -3.6966 2.4352 0.1260 -0.01
C -4.4897 3.0558 -0.8196 -0.07
C -4.0049 3.2963 -2.0963 -0.07
C -2.7080 2.9261 -2.4175 -0.06
C -1.9083 2.3045 -1.4788 -0.03
H -2.7797 2.2169 5.5233 0.16
H -0.6159 3.6192 3.0760 0.12
H -1.0053 5.7579 1.9662 0.11
H -3.1970 6.8896 2.1675 0.10
H -4.9764 5.8827 3.5508 0.10
H -4.5899 3.7221 4.6782 0.11
H -4.0610 2.2483 1.1222 0.11
H -5.4949 3.3529 -0.5612 0.11
H -4.6284 3.7796 -2.8330 0.11
H -2.3180 3.1309 -3.4030 0.11
H -0.8779 2.0691 -1.6958 0.06
O 4.3961 0.0441 0.8650 -0.11
P 3.3696 0.1872 -0.3757 0.22
O 3.9187 -0.4628 -1.5733 -0.25
O 2.0358 -0.2807 0.1643 -0.44
O 3.2711 1.7845 -0.5722 -0.23
P 2.3795 2.7125 0.4500 0.23
O 2.7949 2.1748 1.9005 -0.12
O 2.6652 4.1216 0.2392 -0.23
O 0.9251 2.2719 0.2282 -0.41
H 5.2734 -0.0742 0.5042 0.09
H 2.9617 1.2295 1.9351 0.03
C 0.6215 -3.6076 2.2855 -0.20
N 1.0320 -5.0085 2.1924 -0.09
C 2.4374 -5.0916 2.5783 -0.18
N 3.2916 -4.2606 1.7370 -0.09
C 2.8279 -2.8774 1.8391 -0.17
N 1.4355 -2.7554 1.4335 -0.12
C 1.3216 -3.2115 0.0558 -0.20
N 1.7418 -4.6033 -0.0884 -0.08
C 0.9206 -5.4199 0.7970 -0.18
C 3.1301 -4.6930 0.3534 -0.17
H 0.7199 -3.2754 3.3226 0.12
H -0.4232 -3.5286 1.9779 0.11
H 2.7626 -6.1328 2.4922 0.12
H 2.5388 -4.7630 3.6165 0.12
H 3.4383 -2.2510 1.1871 0.10
H 2.9328 -2.5414 2.8743 0.13
H 1.9550 -2.5829 -0.5711 0.10
H 0.2839 -3.1073 -0.2649 0.11
H 1.2389 -6.4631 0.7105 0.12
H -0.1244 -5.3313 0.4872 0.12
H 3.7446 -4.0577 -0.2909 0.13
H 3.4614 -5.7328 0.2692 0.13
C -2.1353 -1.6705 0.4354 -0.20
O -1.0053 -1.1540 -0.1865 -0.44
H -1.9635 -1.8350 1.5091 0.05
H -2.4064 -2.6199 -0.0394 0.09
H -2.9770 -0.9723 0.3207 0.08
C 1.5989 -1.5569 -3.2116 -0.15
C 1.6563 -1.4129 -4.7672 -0.14
N 0.7101 -0.3987 -5.1847 -0.18
C 1.1064 0.8907 -4.6607 -0.14
C 1.2703 0.7676 -3.1158 -0.16
N 0.7385 -0.5121 -2.6945 -0.17
C -0.6179 -0.7227 -3.1576 -0.16
C -0.6163 -0.7363 -4.7181 -0.15
H 2.5944 -1.4309 -2.7832 0.08
H 1.1994 -2.5251 -2.9116 0.12
H 1.3986 -2.3552 -5.2560 0.11
H 2.6523 -1.1092 -5.0947 0.12
H 0.3360 1.6218 -4.9156 0.11
H 2.0437 1.1907 -5.1298 0.12
H 0.7542 1.5840 -2.6088 0.09
H 2.3228 0.8045 -2.8298 0.10
H -1.2660 0.0643 -2.7710 0.09
H -0.9674 -1.6728 -2.7534 0.11
H -1.3242 -0.0075 -5.1171 0.11
H -0.8762 -1.7225 -5.1062 0.12
```

The value obtained for the HOMO-LUMO gap (alpha / beta) is 5.29 / 5.40 eV. Its expectation value of S² is 1.11. The spin multiplicity is 2. Its calculated total energy is -3323.5898 hartree. As for the net charge: 0. The HOMO energy (alpha / beta) comes out at -7.48 / -7.49 eV.



Entry 4:
Below is a 4-piece molecular cluster, C25H28B2F3N3O8 overall in a non-equilibrium geometry, with properties calculated with ωB97M-V/def2-TZVPD.

The geometry in XYZ format:
```
69
Properties=species:S:1:pos:R:3:lowdin_charge:R:1
C -1.0977 3.2294 -1.3422 0.01
C -0.7381 2.1296 -0.6550 -0.07
B 0.6275 1.9085 0.0828 -0.14
C 1.1415 3.0300 1.0875 -0.06
C 1.9953 4.1157 0.4420 -0.27
O 1.2864 4.9494 -0.4334 0.01
C 2.7020 4.9759 1.5381 -0.52
F 2.3060 4.6863 2.7983 0.12
F 4.0443 4.7619 1.4969 0.12
F 2.5008 6.3035 1.3543 0.13
B 1.4304 0.4196 -0.1940 -0.36
O 2.0934 -0.2789 0.8119 0.10
C 1.4205 -0.2246 -1.6522 -0.17
C 2.8210 -0.6603 -2.1121 -0.11
H -2.1170 3.5704 -1.3009 0.03
H -0.3298 3.7781 -1.8603 0.07
H -1.4235 1.2853 -0.5749 0.09
H 1.7666 2.5450 1.8344 0.11
H 0.2738 3.4756 1.5761 0.12
H 2.7864 3.6696 -0.1497 0.16
H 0.5758 5.3988 0.0295 0.10
H 1.6912 -1.1513 0.8762 0.09
H 0.8065 -1.1174 -1.5962 0.07
H 1.0237 0.4821 -2.3765 0.09
H 3.4568 0.1860 -2.3517 0.07
H 3.3076 -1.3176 -1.4004 0.07
H 2.7251 -1.2261 -3.0388 0.06
C -3.3888 6.6055 4.5312 -0.07
C -2.7030 7.2069 3.4847 -0.06
C -2.5849 6.5564 2.2680 0.00
C -3.1617 5.3085 2.1204 -0.14
C -3.8434 4.6910 3.1520 0.00
C -3.9548 5.3485 4.3656 -0.06
N -3.0537 4.6212 0.8268 -0.33
O -2.4253 5.1733 -0.0571 0.05
O -3.5885 3.5407 0.7101 0.09
H -3.4830 7.1184 5.4789 0.11
H -2.2616 8.1848 3.6152 0.11
H -2.0536 7.0200 1.4504 0.12
H -4.2823 3.7142 3.0159 0.12
H -4.4857 4.8806 5.1826 0.11
C -4.9690 -4.1098 0.0174 -0.06
C -4.4767 -3.0230 0.7278 -0.06
C -3.1592 -2.6293 0.5689 0.00
C -2.3560 -3.3353 -0.3076 -0.14
C -2.8253 -4.4232 -1.0205 0.00
C -4.1436 -4.8105 -0.8522 -0.06
N -0.9661 -2.9098 -0.4952 -0.31
O -0.5647 -1.9649 0.1517 0.09
O -0.2824 -3.5190 -1.2934 0.06
H -6.0004 -4.4113 0.1408 0.11
H -5.1208 -2.4797 1.4045 0.11
H -2.7700 -1.7851 1.1179 0.12
H -2.1789 -4.9615 -1.6973 0.12
H -4.5284 -5.6573 -1.4024 0.11
C 2.2052 -5.2844 -1.8689 -0.06
C 2.4745 -6.3572 -1.0280 -0.06
C 3.5997 -7.1394 -1.2310 -0.01
C 4.4454 -6.8296 -2.2792 -0.15
C 4.1949 -5.7703 -3.1313 0.00
C 3.0656 -4.9961 -2.9209 -0.06
N 5.6519 -7.6447 -2.4873 -0.36
O 5.8360 -8.5800 -1.7374 0.08
O 6.3920 -7.3336 -3.3959 0.08
H 1.3268 -4.6713 -1.7034 0.07
H 1.8060 -6.5840 -0.2085 0.11
H 3.8127 -7.9740 -0.5804 0.12
H 4.8678 -5.5484 -3.9457 0.12
H 2.8572 -4.1620 -3.5767 0.11
```

The value obtained for the HOMO-LUMO gap is 7.11 eV. Its calculated total energy is -2084.6298 hartree. As for the net charge: 0. The HOMO energy comes out at -8.24 eV.